This record from the OMol25 dataset describes a structure of composition C33H56IN10PPdSSi. The level of theory is ωB97M-V/def2-TZVPD.

Its calculated total energy is -3293.24270 a.u. The calculation puts the LUMO energy (spin up / spin down) at 0.302 / -0.005 eV. For the energy relative to the best compared isomer or geometry (same formula, charge and spin), the calculation gives 0.000 eV. Its spin multiplicity is 3. Its strongest force on any atom is 0.67 eV/Å. The expectation value of S² is 2.0112.

Last column: Mulliken charge in e.
Geometry (Å):
I: -5.633 1.670 -0.014  0.0942
Pd: 0.036 -0.002 1.187  -0.1113
S: 2.507 -0.484 1.718  -0.5978
P: -0.100 0.955 -1.767  -0.4419
Si: 4.495 -0.751 4.737  0.2106
N: 0.222 2.471 -1.172  0.7472
N: -2.987 -2.732 1.337  -0.6955
N: 0.588 -0.036 3.367  -0.0660
N: -1.774 1.444 1.823  0.2761
N: -2.664 -3.755 0.530  0.7712
N: -0.312 -0.210 -0.713  -0.6531
N: -1.484 1.130 -2.682  0.8130
N: 1.229 0.497 -2.688  0.9414
N: -0.827 -2.939 1.313  -0.2743
N: -1.887 -2.260 1.791  0.1563
C: -4.118 -5.780 0.653  0.8357
C: 1.670 4.956 -1.513  -0.9776
C: -0.067 0.098 4.512  -0.2767
C: -1.476 2.707 2.125  -0.2363
C: 2.839 1.009 -4.493  -0.8687
C: 0.296 4.737 -2.142  -0.7690
C: -2.272 -0.104 -2.873  -0.6699
C: 1.849 -0.811 -2.461  -0.7065
C: 3.519 -0.334 -4.265  -0.8568
C: -2.339 3.756 1.858  -1.0057
C: 1.912 -0.299 3.340  1.0412
C: -1.327 -3.865 0.536  -0.2708
C: 4.677 -2.421 5.576  -1.0734
C: 1.933 -0.269 5.719  -0.3136
C: 5.180 0.576 5.879  -1.0738
C: -3.846 2.164 0.915  -0.3277
C: 1.379 0.975 -4.055  -0.2421
C: -3.494 0.803 -4.871  -0.6709
C: 3.326 -0.773 -2.819  -0.7493
C: 2.650 -0.415 4.535  0.2695
C: 0.565 -0.014 5.734  -1.1917
C: -4.817 -5.399 1.952  -1.4435
C: 1.527 2.654 -0.526  -0.8339
C: -2.933 1.168 1.230  -0.1594
C: -0.495 3.723 -1.317  -0.4947
C: -2.953 -6.730 0.904  -1.5295
C: 2.393 3.626 -1.309  -0.0386
C: -3.633 0.246 -3.449  -0.5901
C: -2.180 1.584 -5.009  -0.9069
C: -3.688 -4.543 -0.138  -1.3019
C: 5.499 -0.741 3.163  -0.9885
C: -3.545 3.480 1.235  -0.2220
C: -1.763 2.178 -3.668  -0.4135
H: -4.343 1.448 -5.105  0.3111
H: 3.339 3.778 -0.784  0.3525
H: 3.837 -0.079 -2.145  0.2391
H: 3.759 -1.762 -2.652  0.3669
H: 5.207 -1.537 2.483  0.3031
H: -4.156 -4.815 2.594  0.3152
H: -1.502 3.545 -1.691  0.3341
H: 0.013 0.090 6.657  0.3881
H: 4.299 -3.216 4.930  0.3210
H: -3.514 -0.012 -5.598  0.3514
H: 5.723 -2.638 5.801  0.3235
H: -3.308 -7.651 1.367  0.4289
H: -3.296 -4.818 -1.118  0.4668
H: -4.243 4.272 0.999  0.3969
H: -0.259 5.678 -2.199  0.4355
H: -0.887 2.809 -3.796  0.0594
H: -2.565 2.834 -3.307  0.3734
H: 2.008 1.688 -0.382  0.1432
H: -0.514 2.866 2.599  0.4971
H: -2.066 4.768 2.127  0.4595
H: 0.959 1.979 -4.136  0.2090
H: -2.349 -0.607 -1.912  0.3959
H: 0.808 0.331 -4.744  0.2162
H: -5.115 -6.291 2.504  0.4137
H: 4.652 0.619 6.833  0.3296
H: 2.272 5.634 -2.121  0.4997
H: -2.440 -6.998 -0.022  0.3492
H: -1.751 -0.793 -3.555  0.1272
H: -1.131 0.291 4.424  0.4479
H: 6.551 -0.876 3.436  0.3125
H: -0.773 -4.593 -0.029  0.4765
H: 1.698 -1.088 -1.419  0.3443
H: 2.630 3.175 -2.277  -0.2330
H: 1.342 -1.573 -3.075  0.2896
H: -4.529 -3.866 -0.287  0.3823
H: 4.118 -2.465 6.513  0.3360
H: -3.121 0.125 1.003  0.2589
H: 2.889 1.301 -5.545  0.4399
H: 1.345 3.040 0.488  0.4420
H: 3.080 -1.085 -4.932  0.2983
H: 1.537 5.441 -0.539  0.2993
H: 6.235 0.395 6.092  0.3250
H: 2.449 -0.355 6.670  0.2570
H: -4.838 -6.289 0.002  0.2768
H: -2.279 2.387 -5.742  0.5111
H: -0.618 4.146 -0.310  0.2499
H: 4.579 -0.271 -4.519  0.4161
H: 0.423 4.377 -3.167  0.2398
H: -4.106 0.981 -2.794  -0.0239
H: 3.364 1.778 -3.919  0.2040
H: 5.096 1.558 5.410  0.3136
H: -4.275 -0.637 -3.435  0.4586
H: -1.379 0.933 -5.366  0.1454
H: -2.220 -6.289 1.582  0.3420
H: 5.396 0.199 2.623  0.3015
H: -5.708 -4.800 1.764  0.3684

Forces on atoms 1 to 3 (eV/Å):
I -0.13 -0.03 -0.06
Pd 0.42 -0.09 0.27
S -0.01 0.12 0.03